[1]
ORCA calculation (ωB97M-V/def2-TZVPD) on a gas-phase ion, C6H7N2OS (charge +1) in a non-equilibrium geometry.

Computed properties:
Energy above the lowest of the compared OMol25 structures with the same formula, charge and spin ... 3.516 eV
Gap between HOMO and LUMO ... 0.2890 Eh
Total energy ... -815.37797 hartree
HOMO ... -12.61 eV

ORCA input file:
```
! wB97M-V def2-TZVPD RIJCOSX def2/J DEFGRID3
* xyz 1 1
C 2.365 0.888 0.304
C 3.492 0.072 0.072
C 1.141 0.206 0.179
C 1.216 -1.133 -0.022
C -1.230 0.529 -0.117
C -1.425 -1.741 0.477
N -0.036 0.952 0.337
N -1.736 -0.651 -0.412
O -1.944 -2.841 0.209
S 2.924 -1.487 -0.184
H 2.457 1.981 0.432
H 4.488 0.316 -0.085
H -2.071 1.213 -0.223
H 0.599 -1.729 -0.406
H -0.146 1.875 0.730
H -2.613 -0.547 -0.950
H -2.493 -3.123 -0.523
*
```

Here are the Mulliken charges for atoms 1 to 2, given in e:
1 C -0.773
2 C -0.298

[2]
ORCA calculation (ωB97M-V/def2-TZVPD) on a molecular structure, HIS2 in a non-equilibrium geometry.

Computed properties:
Energy above the lowest of the compared OMol25 structures with the same formula, charge and spin ... 1.252 eV
Gap between HOMO and LUMO (alpha / beta) ... 0.2361 / 0.2709 Eh
Total energy ... -1094.61586 hartree
HOMO (alpha / beta) ... -9.40 / -9.66 eV

ORCA input file:
```
! wB97M-V def2-TZVPD RIJCOSX def2/J DEFGRID3
* xyz 0 1
S 0.854 -0.672 0.632
S -0.231 -2.100 1.370
I 2.434 0.011 -1.975
H -0.049 0.286 0.093
*
```

Here are the Mulliken charges for atoms 1 to 2, given in e:
1 S -0.103
2 S -0.107

[3]
ORCA calculation (ωB97M-V/def2-TZVPD) on a molecular structure, C9H10N2O12P2Tc in a non-equilibrium geometry.

Computed properties:
Energy above the lowest of the compared OMol25 structures with the same formula, charge and spin ... 0.000 eV
Gap between HOMO and LUMO (alpha / beta) ... 0.3039 / 0.3055 Eh
Total energy ... -2124.48414 hartree
HOMO (alpha / beta) ... -16.78 / -16.92 eV

ORCA input file:
```
! wB97M-V def2-TZVPD RIJCOSX def2/J DEFGRID3
* xyz 2 4
Tc 1.138 0.453 0.246
O 2.531 -2.419 -2.238
C 2.349 -1.532 -1.454
O 1.280 -0.654 -1.325
C 3.398 -1.222 -0.389
C 4.664 -1.759 -0.251
C 5.435 -1.295 0.806
C 5.043 -0.221 1.602
C 3.829 0.351 1.304
N 3.069 -0.203 0.397
C 3.203 1.638 1.870
O 3.665 2.379 2.641
O 2.070 1.881 1.182
H 4.861 -2.543 -0.898
H 6.401 -1.717 0.938
H 5.664 0.228 2.390
C -5.086 -0.043 0.727
C -4.293 0.899 -0.069
O -4.948 1.739 -0.850
P -1.870 1.543 -1.147
O -1.978 1.027 -2.624
O -2.484 3.033 -1.123
O -0.455 1.438 -0.562
P -1.509 -1.220 0.173
O -2.100 -2.405 0.996
O -1.739 -1.079 -1.247
O -0.152 -1.032 0.795
H -5.346 0.256 1.751
H -4.635 -1.078 0.811
H -5.989 -0.135 0.160
H -4.390 2.328 -1.354
H -1.689 0.099 -2.806
H -2.196 3.494 -1.925
H -2.421 -3.186 0.542
O -2.370 0.095 0.958
N -2.948 0.861 -0.029
*
```

Here are the Mulliken charges for atoms 1 to 2, given in e:
1 Tc 1.587
2 O -0.483

[4]
ORCA calculation (ωB97M-V/def2-TZVPD) on a molecular structure, C23H20F5N5OsS in a non-equilibrium geometry.

Computed properties:
Energy above the lowest of the compared OMol25 structures with the same formula, charge and spin ... 1.142 eV
Gap between HOMO and LUMO (alpha / beta) ... 0.2147 / 0.2112 Eh
Total energy ... -2150.42082 hartree
HOMO (alpha / beta) ... -6.88 / -6.76 eV

ORCA input file:
```
! wB97M-V def2-TZVPD RIJCOSX def2/J DEFGRID3
* xyz 0 1
Os 0.589 0.068 0.049
N -2.649 -0.549 2.844
C -1.822 -0.425 1.781
S -0.818 1.014 1.702
N -1.864 -1.337 0.856
N -0.986 -1.162 -0.159
C -1.001 -1.986 -1.206
C -1.801 -3.225 -1.276
C -1.180 -4.415 -1.664
C -1.876 -5.613 -1.657
C -3.205 -5.647 -1.266
C -3.834 -4.473 -0.881
C -3.144 -3.271 -0.890
C -0.063 -1.612 -2.227
C -0.032 -2.186 -3.506
C 0.853 -1.723 -4.447
C 1.724 -0.680 -4.110
C 1.647 -0.140 -2.853
N 0.770 -0.567 -1.927
H -2.425 -0.025 3.670
H -3.089 -1.447 2.965
H -0.131 -4.412 -1.931
H -1.372 -6.524 -1.954
H -3.745 -6.585 -1.256
H -4.871 -4.487 -0.571
H -3.644 -2.362 -0.602
H -0.730 -2.975 -3.743
H 0.878 -2.154 -5.438
H 2.434 -0.289 -4.824
H 2.291 0.676 -2.553
C 0.506 3.260 -1.282
C 1.901 3.497 -0.792
C 2.559 4.685 -1.040
C 3.835 4.917 -0.543
C 4.461 3.959 0.246
C 3.852 2.753 0.520
C 4.490 1.711 1.384
C 2.557 2.472 -0.031
N 2.004 1.279 0.159
H 0.106 4.159 -1.749
H -0.143 2.976 -0.449
H 0.474 2.450 -2.015
H 2.065 5.453 -1.625
H 4.336 5.851 -0.759
H 5.443 4.163 0.657
H 5.461 2.040 1.752
H 4.606 0.777 0.833
H 3.843 1.479 2.230
F 2.681 -0.913 1.931
C 1.472 -1.292 1.456
F 0.694 -1.468 2.577
C 1.667 -2.719 0.886
F 0.513 -3.398 0.899
F 2.565 -3.437 1.573
F 2.100 -2.683 -0.393
*
```

Here are the Mulliken charges for atoms 1 to 2, given in e:
1 Os 0.234
2 N -0.462

[5]
ORCA calculation (ωB97M-V/def2-TZVPD) on 4 unconnected molecules or ions with the total composition H8O4 in a non-equilibrium geometry.

Computed properties:
Energy above the lowest of the compared OMol25 structures with the same formula, charge and spin ... 1.642 eV
Gap between HOMO and LUMO ... 0.3840 Eh
Total energy ... -305.71887 hartree
HOMO ... -10.20 eV

ORCA input file:
```
! wB97M-V def2-TZVPD RIJCOSX def2/J DEFGRID3
* xyz 0 1
O -1.754 2.452 -0.174
H -1.141 1.873 -0.549
H -1.695 2.397 0.808
O 1.662 -0.712 -1.783
H 2.332 -1.410 -1.485
H 2.304 -0.063 -1.897
O 0.092 0.542 -0.119
H -0.114 -0.318 0.203
H 0.356 0.137 -0.905
O -0.873 -1.357 1.963
H -0.038 -1.399 2.428
H -1.131 -2.140 1.511
*
```

Here are the Mulliken charges for atoms 1 to 2, given in e:
1 O -0.645
2 H 0.411

[6]
ORCA calculation (ωB97M-V/def2-TZVPD) on C2H5FN2S in the gas phase in a non-equilibrium geometry.

Computed properties:
Energy above the lowest of the compared OMol25 structures with the same formula, charge and spin ... 0.387 eV
Gap between HOMO and LUMO ... 0.3498 Eh
Total energy ... -686.72712 hartree
HOMO ... -8.84 eV

ORCA input file:
```
! wB97M-V def2-TZVPD RIJCOSX def2/J DEFGRID3
* xyz 0 1
N -1.574 1.362 0.487
N -0.785 0.333 -0.031
C 0.530 0.073 0.210
S 1.502 0.816 1.276
C 1.029 -1.105 -0.600
F 0.045 -1.619 -1.449
H -1.901 1.014 1.345
H -0.978 2.198 0.550
H -1.016 -0.160 -0.834
H 1.982 -1.018 -1.115
H 1.165 -1.894 0.161
*
```

Here are the Mulliken charges for atoms 1 to 2, given in e:
1 N -0.743
2 N 0.074

[7]
ORCA calculation (ωB97M-V/def2-TZVPD) on a molecular structure, C19H16F6N4O4RuS6Sb in a non-equilibrium geometry.

Computed properties:
Energy above the lowest of the compared OMol25 structures with the same formula, charge and spin ... 1.411 eV
Gap between HOMO and LUMO (alpha / beta) ... 0.2449 / 0.1966 Eh
Total energy ... -4577.12448 hartree
HOMO (alpha / beta) ... -4.49 / -4.54 eV

ORCA input file:
```
! wB97M-V def2-TZVPD RIJCOSX def2/J DEFGRID3
* xyz -1 5
Ru -0.530 -0.880 -0.897
S -0.176 0.640 -6.267
Sb 0.031 -0.988 -4.530
S -1.127 0.231 -2.704
S 0.467 -2.479 -2.068
S -1.561 -2.405 -5.462
F -3.116 3.143 0.433
C -2.921 2.462 1.552
F -4.110 2.086 2.034
F -2.390 3.315 2.439
S -1.778 0.965 1.310
O -1.167 1.226 0.039
O -0.946 0.955 2.469
N -2.737 -0.279 1.278
S -3.400 -0.528 -0.135
O -3.870 0.656 -0.755
O -2.758 -1.540 -0.925
C -4.903 -1.458 0.501
F -5.742 -0.673 1.178
F -4.498 -2.420 1.341
F -5.592 -2.040 -0.479
C -1.454 -3.502 4.125
N -1.199 -3.298 2.725
C -1.387 -4.217 1.731
C -1.044 -3.602 0.564
N -0.645 -2.328 0.835
C -0.749 -2.172 2.135
H -1.655 -4.559 4.296
H -2.316 -2.916 4.452
H -0.586 -3.207 4.716
H -1.718 -5.215 1.933
H -1.056 -3.972 -0.445
H -0.518 -1.270 2.669
N 1.089 -0.218 -0.195
C 1.898 0.690 -0.512
C 1.961 1.243 -1.895
C 1.103 2.271 -2.273
C 1.168 2.773 -3.560
C 2.072 2.247 -4.468
C 2.906 1.204 -4.099
C 2.853 0.698 -2.812
C 2.839 1.220 0.490
C 3.485 2.440 0.307
C 4.315 2.941 1.294
C 4.520 2.226 2.464
C 3.893 1.001 2.639
C 3.054 0.502 1.665
H 0.385 2.659 -1.563
H 0.491 3.558 -3.866
H 2.115 2.643 -5.471
H 3.595 0.781 -4.817
H 3.500 -0.118 -2.520
H 3.320 3.002 -0.600
H 4.808 3.891 1.147
H 5.171 2.620 3.232
H 4.067 0.433 3.541
H 2.541 -0.441 1.781
*
```

Here are the Mulliken charges for atoms 1 to 2, given in e:
1 Ru 0.826
2 S -0.409

[8]
ORCA calculation (ωB97M-V/def2-TZVPD) on C6H15N in the gas phase.

Computed properties:
Energy above the lowest of the compared OMol25 structures with the same formula, charge and spin ... 0.953 eV
Gap between HOMO and LUMO ... 0.3467 Eh
Total energy ... -292.33401 hartree
HOMO ... -8.29 eV

ORCA input file:
```
! wB97M-V def2-TZVPD RIJCOSX def2/J DEFGRID3
* xyz 0 1
C 1.440 2.705 0.845
C 0.371 2.035 -0.022
C 0.202 0.535 0.283
C -1.120 -0.012 -0.248
C -1.523 -1.404 0.229
N -0.804 -2.569 -0.301
C 0.545 -2.466 -0.820
H 2.367 2.868 0.289
H 1.720 2.043 1.670
H 1.121 3.679 1.206
H -0.597 2.515 0.152
H 0.615 2.190 -1.074
H 1.092 0.027 -0.078
H 0.220 0.441 1.372
H -1.130 0.144 -1.332
H -1.858 0.695 0.146
H -2.569 -1.551 -0.011
H -1.404 -1.392 1.311
H -1.423 -3.153 -0.836
H 0.645 -1.818 -1.707
H 1.190 -2.044 -0.047
H 0.901 -3.468 -1.029
*
```

Here are the Mulliken charges for atoms 1 to 2, given in e:
1 C -1.120
2 C -0.529

Q: What is the total energy in the first record?
A: -815.37797 hartree